{
  "formula": "C3H8N3O",
  "method": "ωB97M-V/def2-TZVPD",
  "species": ["C", "C", "C", "N", "N", "N", "O", "H", "H", "H", "H", "H", "H", "H", "H"],
  "positions_angstrom": [[-0.115052, -0.867686, -0.051472], [1.384039, -1.183277, -0.101617], [2.405450, 1.012086, 0.258974], [-0.889492, -1.827915, -0.196161], [-0.260008, 0.485397, 0.231940], [-1.787497, 0.665743, 0.504112], [2.164803, -0.171639, 0.524013], [1.651923, -2.167162, 0.418969], [1.714680, -1.168748, -1.144019], [2.264033, 1.332190, -0.773684], [3.046508, 1.621376, 0.953016], [-1.860354, -1.521933, -0.197649], [-2.053404, 1.136522, 1.433015], [-2.155820, -0.347225, 0.490658], [-2.255970, 1.266410, -0.219478]],
  "forces_ev_per_a": [[1.968, 3.291, 1.333], [-0.068, -1.633, -1.275], [0.953, -0.686, -1.150], [-1.309, -1.669, -0.292], [-2.333, -0.514, 0.428], [0.332, 0.033, 0.232], [1.033, 1.068, 2.821], [-0.496, 1.621, -0.798], [-0.135, -0.455, -0.010], [-0.566, 0.476, 0.146], [-1.035, -0.738, -0.278], [-0.137, -0.934, -0.498], [1.111, -1.036, -1.430], [0.020, 2.184, 0.289], [0.662, -1.009, 0.481]],
  "homo_lumo_gap_ev": 7.2,
  "lumo_ev": -5.619,
  "largest_force_ev_per_a": 4.1,
  "homo_energy_ev": -12.7757,
  "charge": 1
}